1.
Below is a structure of composition C55H51BaN6O6P4Se at a distorted geometry, with properties calculated with wB97M-V/def2-TZVPD.

Properties
Kohn-Sham gap = 5.486 eV
E_HOMO = -3.55 eV
LUMO = 1.93 eV

The geometry in ORCA input format:
```
! wB97M-V def2-TZVPD RIJCOSX def2/J DEFGRID3
* xyz -1 1
Ba -0.55 0.71 -0.56
Se 0.40 2.61 1.31
P -0.68 0.31 -3.99
P -3.81 0.44 -0.11
P 0.27 2.92 -2.90
P 3.20 -1.17 1.79
O -1.11 0.13 -2.60
O 0.74 2.00 -1.88
O 0.69 2.88 2.87
O 1.11 1.21 0.87
O 0.94 3.85 0.45
O -1.18 2.37 1.02
N 0.52 -1.67 2.07
N 3.85 1.49 0.94
N 1.86 -2.08 -0.52
N 3.77 -0.06 -0.63
N 2.99 -3.66 0.52
N 1.23 -0.35 3.68
C -1.74 -0.15 -6.56
C -5.61 0.55 0.23
C -1.12 4.05 -2.59
C -0.52 -1.41 2.90
C 2.38 -4.24 -0.55
C -3.64 1.63 -2.61
C -2.02 -1.17 -7.38
C -7.87 1.15 -0.35
C -1.69 4.19 -1.33
C 1.69 -3.24 -1.17
C -3.41 1.72 -3.92
C -2.03 -1.54 -0.01
C 3.75 2.17 2.19
C -2.07 -0.20 -5.12
C 2.96 5.84 -2.51
C 1.54 -0.98 2.52
C -4.07 -0.75 -2.65
C -3.42 0.51 -4.79
C 3.34 6.18 -3.80
C -3.89 0.37 -1.94
C -1.48 4.93 -3.61
C 3.53 0.20 0.64
C -2.88 -2.59 -5.60
C -4.32 -2.28 0.55
C 2.08 4.80 -2.29
C 2.64 -2.34 0.50
C 4.19 2.08 -0.24
C 1.55 4.11 -3.38
C 1.92 4.45 -4.67
C -0.18 2.02 -4.47
C -3.93 -0.80 -4.13
C -2.55 -3.87 0.50
C -2.64 -1.53 -4.58
C -2.99 6.04 -2.13
C -3.89 -3.58 0.72
C -1.66 -2.88 0.12
C -6.53 1.03 -0.69
C -3.40 -1.30 0.20
C -2.42 5.91 -3.39
C -8.30 0.78 0.91
C -7.38 0.33 1.85
C 2.83 5.48 -4.88
C 3.22 -1.98 -4.77
C 2.07 0.41 4.56
C 0.81 -0.65 -4.39
C 1.72 -0.77 -3.35
C -0.10 -0.58 3.90
C 4.15 1.11 -1.19
C 2.93 -1.42 -3.54
C -2.62 5.19 -1.11
C 3.81 -4.31 1.50
C 2.31 -1.87 -5.81
C -6.04 0.23 1.51
C 1.12 -1.19 -5.63
C -2.60 -2.41 -6.89
H 1.48 -0.38 -2.37
H 4.38 1.18 -2.24
H -9.35 0.85 1.17
H 1.77 4.52 -1.29
H -3.32 -3.50 -5.22
H -5.37 -2.04 0.69
H -3.04 5.31 -0.12
H 3.99 -5.34 1.20
H -2.80 -3.19 -7.61
H 1.80 0.19 5.59
H -3.24 2.67 -4.40
H -3.63 2.52 -1.99
H 4.41 3.13 -0.29
H -7.71 0.08 2.85
H 1.50 3.94 -5.52
H 3.61 -1.49 -2.71
H -4.26 -1.70 -2.16
H 2.53 -2.30 -6.78
H 3.35 6.41 -1.67
H -5.31 -0.10 2.24
H 0.71 1.94 -5.10
H -2.08 -1.92 -3.73
H -1.00 4.86 -4.57
H 3.12 5.74 -5.88
H 3.11 0.13 4.40
H 4.77 -3.79 1.59
H -3.95 0.73 -5.73
H -1.78 -1.10 -8.43
H -4.59 -4.36 1.00
H -4.84 -1.21 -4.59
H -1.40 3.55 -0.51
H 1.93 1.48 4.38
H 4.03 6.99 -3.97
H 1.08 -3.30 -2.06
H 4.15 -2.52 -4.92
H 4.18 1.55 2.98
H -1.34 0.78 -6.94
H -0.60 -0.13 4.74
H -3.71 6.83 -1.95
H -8.57 1.54 -1.07
H 2.49 -5.29 -0.77
H -0.63 -3.15 -0.05
H 3.32 -4.30 2.48
H -1.48 -1.84 2.73
H 2.70 2.40 2.42
H -6.20 1.32 -1.68
H 0.41 -1.11 -6.45
H 4.30 3.10 2.12
H -2.69 6.60 -4.18
H -0.96 2.54 -5.02
H -2.20 -4.89 0.64
*
```

Atomic partial charges in e from the Mulliken method, atoms 1 to 4:
1 Ba 1.5674
2 Se 0.3182
3 P 0.9109
4 P 0.4657

=====

2.
Below is a structure of composition C55H54IrN4SSb3 at a distorted geometry, with properties calculated with wB97M-V/def2-TZVPD.

Properties
Kohn-Sham gap (alpha / beta) = 6.013 / 6.349 eV
E_HOMO (alpha / beta) = -11.10 / -12.93 eV
LUMO (alpha / beta) = -5.08 / -6.58 eV

The geometry in ORCA input format:
```
! wB97M-V def2-TZVPD RIJCOSX def2/J DEFGRID3
* xyz 2 5
Ir 1.00 -0.28 0.70
Sb -2.57 2.60 -0.44
Sb 2.12 -2.31 -0.64
Sb -1.76 -0.01 0.54
S 1.04 -1.21 2.79
N 1.50 1.49 -0.66
N 3.29 0.36 2.73
N 3.18 -1.19 4.38
N 2.74 0.78 1.57
C -2.66 1.26 4.71
C -4.36 -3.15 1.97
C -3.30 -2.32 1.65
C 1.96 -2.04 -2.75
C 6.57 -1.03 0.89
C -5.86 -1.67 0.80
C -6.31 3.12 1.76
C -1.65 2.18 4.98
C -4.43 3.28 0.27
C -0.72 2.50 4.00
C 2.52 2.25 -0.23
C -0.78 4.77 0.83
C 3.02 3.29 -1.00
C 4.11 -1.94 -0.02
C 4.75 -2.63 1.02
C -5.08 2.65 1.33
C 4.43 -2.22 -3.42
C -3.48 0.82 -2.62
C -1.00 4.91 -1.58
C -3.51 -1.16 0.90
C -1.28 4.26 -0.38
C 0.73 -6.40 0.24
C 5.99 -2.17 1.45
C 1.61 -7.16 -0.52
C 1.25 -1.68 -5.41
C -6.89 4.21 1.13
C 5.92 -0.33 -0.10
C 0.25 -1.75 -4.45
C 2.50 3.50 -2.27
C 3.12 1.89 1.06
C 4.69 -0.78 -0.55
C -6.24 4.84 0.07
C 2.58 -1.82 -5.04
C 4.14 -3.84 1.69
C 2.66 -5.16 -1.30
C -2.54 -0.21 -2.07
C 0.00 5.92 0.82
C 2.96 -2.01 -3.71
C -5.01 4.38 -0.36
C 0.62 -1.92 -3.12
C 1.78 -4.40 -0.53
C -2.73 0.65 3.46
C -0.22 6.07 -1.58
C 2.57 -6.54 -1.30
C -2.93 2.25 -2.51
C -5.64 -2.82 1.54
C 0.80 -5.01 0.25
C -0.79 1.89 2.75
C -0.18 -4.25 1.11
C 0.28 6.57 -0.38
C 1.02 1.69 -1.89
C 1.50 2.67 -2.73
C -4.79 -0.84 0.47
C -1.80 0.97 2.47
C 2.64 -0.61 3.30
H -4.50 4.89 -1.17
H -1.17 -4.71 1.06
H 3.83 3.89 -0.62
H 0.07 3.21 4.21
H 6.36 0.56 -0.53
H -1.02 4.30 1.77
H -1.60 2.65 5.95
H -0.02 6.58 -2.51
H 4.59 -2.82 -2.52
H 0.99 -1.55 -6.46
H 2.89 4.30 -2.89
H 3.41 -4.68 -1.92
H -3.64 0.58 -3.68
H 0.13 -4.24 2.16
H 4.94 -1.27 -3.26
H 3.89 2.50 1.52
H 0.23 1.01 -2.21
H -3.38 1.01 5.47
H 4.15 -4.71 1.05
H -6.48 -3.47 1.78
H -4.98 0.07 -0.09
H -4.46 0.75 -2.16
H 3.35 -1.81 -5.81
H 2.65 -1.85 4.92
H -4.19 -4.04 2.55
H 4.91 -2.72 -4.25
H -1.99 2.36 -3.06
H -6.69 5.70 -0.41
H -1.38 4.54 -2.52
H -0.79 -1.69 -4.73
H 0.37 6.32 1.75
H 1.53 -8.24 -0.50
H -0.16 -1.99 -2.37
H -2.30 -2.57 2.00
H 6.51 -2.70 2.24
H 4.17 -0.22 -1.32
H 3.10 -3.65 1.98
H -0.04 2.13 2.00
H -3.64 2.98 -2.89
H -1.54 -0.22 -2.49
H 3.26 -7.13 -1.90
H -7.85 4.58 1.46
H -6.86 -1.41 0.47
H -0.03 -6.90 0.84
H 7.54 -0.70 1.25
H 4.69 -4.09 2.60
H -3.52 -0.07 3.27
H -6.82 2.64 2.58
H 0.88 7.47 -0.38
H -0.28 -3.21 0.79
H -2.94 -1.20 -1.91
H -4.62 1.80 1.84
H 1.09 2.78 -3.73
H 4.07 -0.86 4.73
*
```

Atomic partial charges in e from the Mulliken method, atoms 1 to 4:
1 Ir 4.9251
2 Sb 1.2122
3 Sb -0.6144
4 Sb -0.9302

=====

3.
Below is a cluster of 11 separate species, C55H55N11 in total at a distorted geometry, with properties calculated with wB97M-V/def2-TZVPD.

Properties
Structure (SMILES) = c1ccncc1.c1ccncc1.c1ccncc1.c1ccncc1.c1ccncc1.c1ccncc1.c1ccncc1.c1ccncc1.c1ccncc1.c1ccncc1.c1ccncc1
Kohn-Sham gap = 9.623 eV
E_HOMO = -9.26 eV
LUMO = 0.36 eV

The geometry in ORCA input format:
```
! wB97M-V def2-TZVPD RIJCOSX def2/J DEFGRID3
* xyz 0 1
N -0.34 -0.29 -0.77
N -1.69 1.93 2.83
N 1.21 -0.84 4.91
N 0.96 4.65 -3.45
N -3.71 2.42 -1.71
N 0.17 -6.62 -0.99
N 5.72 1.32 -2.22
N 5.98 2.96 4.45
N 3.16 -2.04 -4.17
N -4.70 -0.84 1.34
N -3.29 -3.00 -4.37
C -0.79 -1.02 6.75
C -2.97 3.92 0.07
C 3.97 1.58 4.35
C 1.35 -1.06 1.34
C -3.79 -2.32 -3.36
C 4.55 0.96 -1.77
C 3.29 -3.84 -2.60
C -2.63 1.11 3.14
C 5.30 3.58 -1.53
C -2.67 4.89 -0.86
C -6.17 -2.50 0.51
C 5.01 2.21 5.00
C 3.73 1.85 -1.15
C 0.16 -0.37 1.60
C -1.65 3.17 3.33
C -3.52 2.76 -0.42
C -3.78 1.48 3.86
C -3.27 -1.10 -2.90
C 6.15 2.59 -2.08
C 0.66 3.62 -2.75
C -0.19 -2.14 6.31
C -3.42 3.41 -2.56
C 1.71 3.13 -5.15
C -1.36 -4.77 -1.35
C -2.91 4.65 -2.21
C 1.28 -3.49 -3.90
C -3.81 -1.75 1.42
C 0.81 2.35 -3.16
C -2.64 3.63 4.21
C 1.96 -4.22 -2.87
C -0.55 0.19 6.17
C 4.06 3.16 -1.04
C -0.83 -4.05 -0.34
C -5.17 -3.52 0.72
C -3.94 -3.10 1.13
C 0.74 -5.85 -0.06
C 0.78 -2.01 5.37
C 5.92 3.05 3.16
C -0.59 0.01 0.50
C 3.83 -2.78 -3.34
C -1.54 -1.29 -4.42
C 0.78 -1.03 -0.97
C -2.20 -2.48 -4.90
C 1.36 2.08 -4.40
C -2.12 -0.56 -3.45
C 0.26 -4.60 0.32
C 1.62 4.38 -4.58
C 4.87 2.50 2.37
C 1.63 -1.47 0.07
C 1.93 -2.40 -4.50
C -3.71 2.72 4.48
C -0.83 -6.02 -1.66
C 0.45 0.22 5.23
C 3.88 1.74 2.93
C -5.91 -1.22 0.82
H 0.26 -3.74 -4.07
H -0.65 -1.00 -4.96
H 1.90 5.20 -5.13
H -1.75 -2.92 -5.78
H 6.69 3.68 2.74
H 1.56 1.05 -4.62
H -3.75 -0.62 -2.08
H 3.86 -4.30 -1.86
H 2.16 3.10 -6.13
H 2.79 1.49 -0.81
H -3.87 1.97 0.27
H 2.55 -1.96 -0.21
H -1.14 1.10 6.44
H 4.83 -2.47 -3.11
H 0.89 -4.03 1.02
H -4.56 3.01 5.15
H 5.68 4.55 -1.41
H -5.38 -4.54 0.48
H 0.51 1.54 -2.51
H -2.85 -1.45 1.77
H -4.52 0.72 3.96
H -7.12 -2.77 0.06
H -2.61 5.34 -3.07
H -1.40 -1.06 7.63
H -4.73 -2.76 -2.98
H 0.13 3.87 -1.80
H 1.33 -1.80 -5.19
H -2.22 5.84 -0.56
H -2.11 -4.39 -1.99
H -1.18 -6.41 -2.59
H -0.75 3.72 3.04
H -1.74 0.38 -3.10
H 4.30 -0.11 -1.91
H -2.51 0.12 2.69
H 7.11 2.74 -2.52
H -6.67 -0.43 0.68
H 2.05 -1.38 2.14
H 0.86 1.14 4.78
H -0.37 -3.06 6.78
H 3.39 3.82 -0.58
H 5.01 2.07 6.10
H 3.01 1.36 2.41
H -2.61 4.65 4.54
H 1.54 -5.04 -2.33
H 4.74 2.69 1.33
H -1.15 -3.08 -0.01
H 1.11 -1.29 -1.94
H -3.02 -3.70 1.32
H -1.46 0.65 0.68
H 1.33 -2.95 5.04
H -2.98 4.03 1.13
H 3.22 0.94 4.84
H -0.17 0.07 2.51
H -3.65 3.09 -3.54
H 1.54 -6.32 0.57
*
```

Atomic partial charges in e from the Mulliken method, atoms 1 to 4:
1 N 0.8232
2 N 0.3024
3 N -0.2152
4 N -0.6099

=====

4.
Below is a structure of composition C55H56Cl2FGeIrNO5PS, with properties calculated with wB97M-V/def2-TZVPD.

Properties
Kohn-Sham gap (alpha / beta) = 7.849 / 6.260 eV
E_HOMO (alpha / beta) = -10.49 / -10.59 eV
LUMO (alpha / beta) = -2.64 / -4.33 eV

The geometry in ORCA input format:
```
! wB97M-V def2-TZVPD RIJCOSX def2/J DEFGRID3
* xyz 1 2
Ir -0.27 -1.07 -1.00
Ge 0.35 3.71 -1.02
Cl -4.47 -2.26 -4.14
Cl 0.56 -0.45 -3.21
S -2.11 -1.81 -2.12
P 0.64 -3.31 -0.82
F -5.67 -0.97 2.99
O -1.36 -1.15 0.66
O -3.04 0.40 -1.66
O 2.47 0.44 1.71
O -0.93 0.93 -1.09
O 1.32 -0.25 -0.04
N -0.53 0.38 4.34
C 1.84 8.23 -1.27
C 1.76 -3.64 -2.29
C -1.95 -1.31 -3.77
C -1.14 3.45 2.88
C -0.81 -0.70 -4.26
C 0.27 3.43 0.91
C 1.57 -3.77 0.75
C -2.83 -6.38 -0.63
C -2.99 -5.10 -0.13
C -0.73 -4.53 -0.79
C -4.41 -0.65 3.30
C -1.84 0.04 4.01
C 0.86 -3.79 -3.52
C 0.18 0.03 2.07
C -2.12 1.22 -1.49
C -1.27 1.44 6.40
C 1.37 3.71 1.72
C -0.57 -5.84 -1.27
C -1.06 -0.52 1.74
C 1.42 0.09 1.20
C -0.19 0.57 5.78
C -0.04 3.77 3.67
C -1.49 3.82 -1.70
C -4.15 -0.18 4.59
C 2.68 1.99 -1.65
C -1.61 -6.75 -1.20
C -1.95 -4.19 -0.21
C 1.46 2.85 -3.52
C 0.98 5.57 -1.16
C -0.67 -0.29 -5.57
C 2.38 2.29 -4.39
C -2.12 -0.42 2.72
C -2.61 0.71 6.34
C 0.27 6.58 -0.50
C 3.60 1.42 -2.52
C 1.59 2.71 -2.14
C 1.21 1.12 6.00
C -3.01 -1.51 -4.67
C 3.45 1.57 -3.89
C 2.72 -2.42 -2.41
C 2.13 5.92 -1.86
C -1.73 -0.50 -6.44
C -2.90 -1.11 -5.99
C 0.70 -3.39 1.94
C -2.88 0.17 4.96
C 1.78 -5.29 0.86
C 2.56 7.24 -1.91
C 2.69 -4.87 -2.28
C 2.92 -3.06 0.84
C -3.43 -0.77 2.36
C 1.22 3.87 3.09
C 0.39 0.42 3.38
C -2.49 2.66 -1.79
C 0.69 7.90 -0.56
C -0.98 3.27 1.52
H -4.98 -0.08 5.28
H 2.08 4.11 3.70
H -2.12 3.38 3.33
H -1.39 4.30 -2.67
H 2.17 9.26 -1.31
H -1.85 3.05 0.91
H 0.12 8.67 -0.05
H -0.16 3.97 4.73
H 2.40 -5.46 1.74
H -1.47 -7.75 -1.58
H 2.82 1.88 -0.58
H 2.85 -1.98 0.67
H 1.39 0.73 3.65
H -3.64 -7.10 -0.58
H 2.37 -1.51 -1.92
H -3.66 -1.11 1.36
H 1.35 1.25 7.07
H 2.89 -2.19 -3.47
H 0.63 3.44 -3.93
H 3.26 -4.83 -3.21
H 0.25 0.18 -5.90
H 0.36 -6.16 -1.69
H -0.33 -3.75 1.84
H -1.00 1.66 7.43
H 1.34 2.09 5.52
H -2.90 2.60 -2.80
H -2.60 -0.12 7.05
H 0.68 -2.33 2.11
H -1.65 -0.19 -7.47
H -3.73 -1.27 -6.66
H 2.27 2.43 -5.46
H -3.36 2.87 -1.17
H 2.18 -5.82 -2.27
H -2.09 -3.20 0.21
H 0.14 -2.99 -3.63
H 2.70 5.16 -2.37
H 1.48 -3.80 -4.42
H 3.46 7.49 -2.46
H -0.25 -0.42 6.22
H 0.84 -5.82 1.01
H 0.30 -4.73 -3.48
H -0.62 6.33 0.07
H 2.35 3.86 1.27
H 2.30 -5.73 0.01
H 1.98 0.45 5.64
H -1.33 2.39 5.86
H 4.18 1.14 -4.57
H 1.12 -3.85 2.84
H -3.42 1.36 6.64
H 4.45 0.87 -2.12
H 3.64 -3.48 0.13
H -1.91 4.59 -1.06
H 3.42 -4.83 -1.47
H 3.68 -2.65 -1.97
H -3.93 -4.81 0.32
H 3.33 -3.21 1.84
*
```

Atomic partial charges in e from the Mulliken method, atoms 1 to 4:
1 Ir 0.8612
2 Ge 0.4703
3 Cl -0.1946
4 Cl 0.2439

=====

| no. | DFT total energy (eV) |
| --- | --- |
| 1 | -182281.826 |
| 2 | -97141.295 |
| 3 | -74313.860 |
| 4 | -176911.580 |